Record 1
Below is a molecular structure, C24H29N3O4Re in a non-equilibrium geometry, with properties calculated with ωB97M-V with the def2-TZVPD basis set.

LUMO (alpha / beta): -13.352 / -14.939 eV
E_HOMO (alpha / beta): -20.682 / -20.733 eV
net charge: +4
2S+1: 4
orbital gap (alpha / beta): 7.3 / 5.8 eV

CARTESIAN COORDINATES (ANGSTROEM)
1 Re 0.254 -0.256 0.528
2 C 1.214 -2.520 2.650
3 O 0.099 -1.904 1.940
4 C -1.080 -2.738 1.827
5 C -2.221 -1.844 1.406
6 O -1.752 -1.028 0.295
7 C -2.759 -0.454 -0.602
8 C -2.442 -0.904 -2.004
9 O -1.093 -0.567 -2.259
10 C -0.684 -0.953 -3.576
11 H 0.886 -2.848 3.635
12 H 1.588 -3.380 2.092
13 H 1.993 -1.771 2.762
14 H -0.894 -3.533 1.101
15 H -1.305 -3.197 2.791
16 H -3.063 -2.454 1.081
17 H -2.541 -1.193 2.223
18 H -3.752 -0.788 -0.307
19 H -2.707 0.633 -0.523
20 H -2.594 -1.984 -2.121
21 H -3.126 -0.399 -2.696
22 H -1.144 -0.309 -4.329
23 H 0.398 -0.852 -3.641
24 H -0.970 -1.983 -3.804
25 C 0.825 2.788 -2.591
26 C 0.835 1.593 -1.886
27 N 0.328 1.483 -0.650
28 C -0.198 2.604 -0.065
29 C -0.266 3.844 -0.717
30 C 0.262 3.917 -2.024
31 C -0.831 4.955 -0.020
32 C -1.251 4.837 1.269
33 C -1.141 3.595 1.963
34 C -1.498 3.404 3.317
35 C -1.343 2.157 3.894
36 C -0.847 1.103 3.135
37 N -0.512 1.248 1.844
38 C -0.639 2.482 1.273
39 H 1.257 2.820 -3.582
40 H 1.259 0.700 -2.328
41 H 0.241 4.853 -2.571
42 H -0.912 5.907 -0.531
43 H -1.674 5.689 1.787
44 H -1.879 4.236 3.898
45 H -1.596 1.985 4.931
46 H -0.716 0.123 3.578
47 O 2.361 0.131 1.018
48 C 3.337 -0.364 0.053
49 C 2.736 -1.545 -0.647
50 C 3.525 -2.517 -1.231
51 C 2.917 -3.591 -1.870
52 C 1.524 -3.659 -1.907
53 C 0.796 -2.660 -1.305
54 N 1.384 -1.613 -0.678
55 H 2.726 0.895 1.496
56 H 4.253 -0.643 0.572
57 H 3.580 0.424 -0.667
58 H 4.604 -2.434 -1.185
59 H 3.518 -4.370 -2.324
60 H 1.016 -4.480 -2.397
61 H -0.286 -2.671 -1.319



Record 2
Below is a molecular structure, C30H55BBiN8PS3, with properties calculated with ωB97M-V with the def2-TZVPD basis set.

LUMO: -5.360 eV
E_HOMO: -12.137 eV
net charge: +2
orbital gap: 6.8 eV

CARTESIAN COORDINATES (ANGSTROEM)
1 Bi 0.205 -0.335 -1.271
2 C 3.161 4.294 2.691
3 C 2.892 2.911 2.105
4 C 3.507 2.836 0.708
5 C 3.463 1.856 3.048
6 N 1.402 2.715 1.992
7 C 0.460 3.657 2.358
8 C -0.761 3.137 2.110
9 N -0.580 1.866 1.622
10 B -1.631 0.905 1.023
11 N -1.789 -0.346 1.894
12 C -2.007 -0.368 3.255
13 C -2.125 -1.656 3.631
14 N -1.958 -2.439 2.502
15 C -1.743 -1.616 1.451
16 S -1.492 -2.110 -0.199
17 C -2.057 -3.945 2.501
18 C -3.185 -4.368 1.562
19 C -0.711 -4.538 2.095
20 C -2.394 -4.415 3.913
21 N -2.912 1.570 0.597
22 C -4.005 1.909 1.377
23 C -4.933 2.440 0.564
24 N -4.427 2.425 -0.728
25 C -3.183 1.885 -0.706
26 S -2.122 1.650 -2.035
27 C -5.183 2.929 -1.930
28 C -4.402 4.075 -2.568
29 C -5.413 1.771 -2.899
30 C -6.539 3.458 -1.471
31 C 0.741 1.626 1.542
32 S 1.438 0.120 0.994
33 H 4.240 4.417 2.768
34 H 2.747 4.402 3.694
35 H 2.784 5.093 2.051
36 H 4.573 3.052 0.787
37 H 3.054 3.581 0.051
38 H 3.381 1.851 0.263
39 H 4.527 2.048 3.189
40 H 3.355 0.847 2.656
41 H 2.979 1.910 4.024
42 H 0.727 4.615 2.758
43 H -1.739 3.570 2.225
44 H -1.161 0.577 -0.002
45 H -2.054 0.532 3.843
46 H -2.315 -2.072 4.600
47 H -2.984 -4.108 0.525
48 H -4.127 -3.910 1.864
49 H -3.301 -5.450 1.620
50 H -0.445 -4.271 1.075
51 H -0.771 -5.625 2.159
52 H 0.076 -4.201 2.772
53 H -3.353 -4.028 4.257
54 H -1.615 -4.158 4.632
55 H -2.471 -5.501 3.890
56 H -4.039 1.730 2.437
57 H -5.908 2.818 0.797
58 H -3.433 3.751 -2.936
59 H -4.259 4.885 -1.850
60 H -4.977 4.466 -3.408
61 H -4.478 1.371 -3.281
62 H -6.004 2.131 -3.740
63 H -5.970 0.971 -2.410
64 H -6.443 4.298 -0.782
65 H -7.154 2.679 -1.018
66 H -7.068 3.819 -2.352
67 C 5.546 2.241 -2.454
68 N 4.198 2.428 -2.993
69 C 4.053 3.221 -4.219
70 C 3.240 1.611 -2.640
71 N 2.368 0.915 -2.325
72 H 6.174 1.695 -3.160
73 H 5.492 1.692 -1.517
74 H 5.988 3.218 -2.266
75 H 4.563 2.738 -5.053
76 H 4.487 4.205 -4.050
77 H 2.998 3.335 -4.455
78 C 0.435 -3.435 -3.447
79 C 1.023 -3.891 -2.113
80 P 1.910 -2.550 -1.255
81 C 3.451 -2.242 -2.179
82 C 4.419 -3.418 -2.295
83 C 2.352 -3.158 0.411
84 C 2.597 -4.663 0.530
85 H -0.055 -4.267 -3.950
86 H 1.199 -3.048 -4.122
87 H -0.324 -2.658 -3.312
88 H 1.709 -4.730 -2.253
89 H 0.233 -4.232 -1.441
90 H 3.926 -1.390 -1.686
91 H 3.148 -1.879 -3.164
92 H 4.824 -3.702 -1.325
93 H 5.259 -3.140 -2.931
94 H 3.950 -4.294 -2.742
95 H 1.538 -2.856 1.076
96 H 3.231 -2.586 0.722
97 H 1.699 -5.232 0.294
98 H 2.881 -4.906 1.554
99 H 3.396 -5.006 -0.125



Record 3
Below is 2 unconnected molecules or ions with the total composition C6H15N in a non-equilibrium geometry, with properties calculated with ωB97M-V with the def2-TZVPD basis set.

LUMO: 0.816 eV
E_HOMO: -7.748 eV
orbital gap: 8.6 eV

CARTESIAN COORDINATES (ANGSTROEM)
1 H 1.409 0.608 0.306
2 N 1.027 0.385 1.330
3 C 0.104 -0.048 0.476
4 C -0.183 -1.509 0.378
5 C -0.897 1.050 0.079
6 C -1.183 1.001 -1.468
7 C -2.155 0.907 0.930
8 H 0.677 -2.055 0.759
9 H -1.093 -1.854 0.873
10 H -0.302 -1.927 -0.629
11 H -0.310 1.943 0.280
12 H -0.667 1.861 -1.885
13 H -0.799 0.057 -1.847
14 H -2.259 1.049 -1.626
15 H -2.609 -0.001 0.539
16 H -2.803 1.715 0.592
17 H -2.009 0.921 2.004
18 C 2.928 -1.411 -1.138
19 H 2.359 -0.604 -0.711
20 H 2.865 -1.312 -2.224
21 H 3.972 -1.328 -0.837
22 H 2.602 -2.416 -0.881



Record 4
Below is 2 unconnected molecules or ions with the total composition C4H6ClFNO in a non-equilibrium geometry, with properties calculated with ωB97M-V with the def2-TZVPD basis set.

LUMO: 3.191 eV
E_HOMO: -4.383 eV
net charge: -1
orbital gap: 7.6 eV

CARTESIAN COORDINATES (ANGSTROEM)
1 C 0.216 1.014 -0.031
2 C 0.634 -0.216 -0.737
3 C -1.226 0.834 0.138
4 C -1.821 -0.340 0.022
5 N 1.594 -0.970 -0.260
6 O 1.829 -2.056 -0.704
7 F 2.175 0.224 2.097
8 Cl -3.567 -0.319 0.227
9 H 0.841 0.713 0.834
10 H 0.457 1.954 -0.569
11 H 0.347 -0.457 -1.787
12 H -1.899 1.715 0.060
13 H -1.545 -1.399 -0.009
14 H 1.964 -0.696 0.720



no.,E_tot (hartree)
1,-1473.9387
2,-3389.2776
3,-292.2219
4,-845.9963